{"formula": "C43H87Cl34NO5S", "method": "ωB97M-V/def2-TZVPD", "species": ["Cl", "Cl", "Cl", "Cl", "Cl", "Cl", "Cl", "Cl", "Cl", "Cl", "Cl", "Cl", "Cl", "Cl", "Cl", "Cl", "Cl", "Cl", "Cl", "Cl", "Cl", "Cl", "Cl", "Cl", "Cl", "Cl", "Cl", "Cl", "Cl", "Cl", "Cl", "Cl", "Cl", "Cl", "S", "O", "O", "O", "O", "O", "N", "C", "C", "C", "C", "C", "C", "C", "C", "C", "C", "C", "C", "C", "C", "C", "C", "C", "C", "C", "C", "C", "C", "C", "C", "C", "C", "C", "C", "C", "C", "C", "C", "C", "C", "C", "C", "C", "C", "C", "C", "C", "C", "C", "H", "H", "H", "H", "H", "H", "H", "H", "H", "H", "H", "H", "H", "H", "H", "H", "H", "H", "H", "H", "H", "H", "H", "H", "H", "H", "H", "H", "H", "H", "H", "H", "H", "H", "H", "H", "H", "H", "H", "H", "H", "H", "H", "H", "H", "H", "H", "H", "H", "H", "H", "H", "H", "H", "H", "H", "H", "H", "H", "H", "H", "H", "H", "H", "H", "H", "H", "H", "H", "H", "H", "H", "H", "H", "H", "H", "H", "H", "H", "H", "H", "H", "H", "H", "H", "H", "H"], "xyz": [[-3.603, -5.063, 9.818], [-4.463, -1.143, 4.675], [1.923, 3.859, -6.850], [-1.917, 4.303, 7.155], [6.993, -7.702, 2.523], [2.192, -1.804, -1.945], [7.480, 5.627, -6.017], [2.148, 9.683, -11.450], [-8.073, 5.573, 8.984], [-2.877, -1.870, 1.713], [-7.686, 1.609, 8.854], [0.033, -6.207, -6.642], [8.398, -9.369, -0.101], [-0.702, -11.709, 3.181], [-3.590, 1.663, 3.152], [3.043, -8.624, 1.176], [-5.847, 3.747, 7.154], [-1.992, -6.028, -3.897], [-2.260, 5.681, -0.426], [0.819, -4.501, -0.363], [0.994, 12.884, -11.271], [-5.038, 5.941, 1.517], [5.127, 3.344, -5.709], [-5.118, 2.636, 0.268], [0.754, 8.823, -7.304], [-5.831, -3.282, 11.685], [1.859, -7.380, -1.757], [4.000, 7.850, -6.888], [2.098, -12.458, 1.390], [-4.733, -0.050, 8.456], [1.766, -5.024, 2.643], [4.124, -5.450, 5.081], [-0.526, 3.039, 4.308], [10.765, 5.892, -5.135], [-1.127, -0.703, -4.142], [-1.760, 0.389, -5.214], [-2.172, -1.164, -3.214], [-0.436, -1.878, -4.738], [0.032, 0.300, -3.511], [1.773, 2.351, -0.422], [-1.492, 2.074, -2.892], [-1.392, 1.834, 0.878], [2.189, 2.556, -3.316], [4.343, -5.655, 3.323], [-6.445, 5.048, 9.484], [3.374, 4.851, -7.183], [-7.447, -0.155, 8.801], [-0.608, 2.249, 5.900], [-4.193, -3.791, 12.167], [-2.386, 6.485, 1.159], [-3.231, -3.785, 11.001], [9.666, 4.533, -4.790], [0.202, 11.502, -12.070], [1.322, -8.858, -0.919], [-0.325, 1.658, -3.665], [2.021, -11.633, 2.969], [-1.703, 1.456, -1.589], [0.743, 2.785, -3.819], [-2.752, -2.760, 3.248], [2.492, 1.262, -2.537], [6.815, -9.431, 2.128], [3.511, -4.679, 2.526], [-1.938, -4.892, -5.271], [1.366, -8.712, 0.579], [-5.256, 1.282, 2.638], [-5.471, 5.030, 8.329], [-1.852, 2.546, -0.450], [8.670, 4.308, -5.904], [-6.136, -0.571, 9.426], [3.334, 8.844, -8.210], [-0.968, 1.606, -5.146], [2.216, 9.744, -7.742], [8.074, -10.011, 1.528], [-5.365, 1.106, 1.142], [0.448, 10.206, -11.335], [1.785, 1.131, -1.137], [0.386, -3.864, -1.969], [1.583, -3.302, -2.700], [4.636, 4.023, -7.279], [-1.639, -5.591, -6.577], [-1.879, 2.598, 6.637], [0.896, -12.157, 3.829], [-4.050, -2.753, 4.019], [-3.356, 5.777, 2.077], [-1.190, 3.387, -0.719], [4.155, 9.447, -8.596], [1.301, -3.048, -3.722], [-2.482, -3.785, 2.994], [8.944, -9.806, 2.150], [3.002, 8.174, -9.001], [0.278, 2.533, 6.466], [2.977, -11.806, 3.463], [0.906, -9.582, 1.049], [0.800, 0.641, -1.258], [0.300, -9.050, -1.244], [-4.639, 0.387, 0.768], [-4.464, 4.836, 8.699], [-8.275, -0.606, 9.347], [-1.939, -2.325, 3.827], [2.514, 10.335, -6.878], [-1.948, 0.887, 0.957], [0.341, 3.693, -3.323], [-7.510, -0.472, 7.761], [2.882, 2.605, -4.177], [6.580, -9.946, 3.060], [-2.694, 0.943, -1.609], [0.561, 11.454, -13.096], [1.921, -10.565, 2.787], [-2.759, 2.415, 6.021], [2.402, -4.017, -2.738], [-6.087, -1.655, 9.495], [5.459, 4.651, -7.619], [-1.526, 2.483, 1.748], [-5.461, 5.981, 7.798], [-0.332, 1.551, 0.708], [9.165, 4.217, -6.869], [9.167, 4.736, -3.844], [-4.881, -3.087, 3.400], [-1.199, -4.121, -5.045], [-0.391, -3.113, -1.836], [-6.362, 0.750, 0.886], [-3.306, 6.218, 3.073], [8.109, 3.392, -5.718], [4.103, -6.680, 3.073], [-2.679, 7.520, 0.989], [0.966, -11.727, 4.828], [2.394, 0.431, -0.532], [-2.895, 2.916, -0.372], [10.287, 3.647, -4.667], [-1.750, -4.889, -7.403], [-3.242, -2.829, 10.479], [1.156, 2.964, -0.825], [-2.218, -3.968, 11.359], [-0.035, -4.694, -2.538], [2.304, 0.354, -3.127], [-1.694, 3.057, -2.953], [3.674, -3.655, 2.857], [-1.718, 2.409, -5.166], [3.773, -4.743, 1.470], [7.971, -11.091, 1.428], [0.191, 10.291, -10.280], [-5.906, 2.079, 2.997], [0.837, -7.821, 0.915], [-2.917, -4.416, -5.325], [5.965, -9.538, 1.456], [-3.971, -3.424, 4.875], [-0.247, 1.570, -5.982], [3.196, 5.354, -8.132], [-0.866, 11.717, -12.090], [1.935, 10.425, -8.544], [-1.389, 6.480, 1.599], [-4.266, -4.777, 12.621], [-6.535, 4.066, 9.944], [0.794, 3.087, -4.892], [-0.158, 9.413, -11.770], [3.450, 5.606, -6.406], [-0.971, 0.704, -1.258], [-6.104, 5.752, 10.243], [1.948, -9.683, -1.254], [4.522, 3.198, -7.980], [5.399, -5.492, 3.115], [-3.131, 4.714, 2.163], [0.933, -13.241, 3.919], [3.587, 1.233, -2.338], [-1.962, 1.993, 7.539], [-5.542, 0.362, 3.131], [-0.571, 1.174, 5.723], [-2.313, -6.428, -6.746], [2.497, 3.419, -2.686], [-6.023, -0.160, 10.428], [-3.854, -3.088, 12.928]], "mulliken_charge": [-0.187, -0.083, -0.208, -0.221, -0.185, -0.161, -0.135, -0.186, -0.187, -0.123, -0.133, -0.195, -0.185, -0.188, 0.040, -0.102, -0.119, -0.200, -0.108, -0.031, -0.182, -0.188, -0.255, -0.195, -0.184, -0.168, -0.122, -0.164, -0.165, -0.111, -0.194, -0.219, -0.120, -0.187, 1.146, -0.400, -0.620, -0.663, -0.034, -0.666, -0.158, -0.024, -0.009, -0.008, -0.517, -0.428, -0.551, -0.573, -0.448, -0.532, -0.401, -0.484, -0.407, -0.609, 0.508, -0.278, -0.660, -0.380, -0.461, -0.734, -0.286, -0.464, 0.068, -0.200, -0.658, -0.309, 0.529, -0.405, -0.361, -0.441, -0.480, -0.235, -0.442, -0.315, -0.442, -0.246, -0.141, -0.466, -0.291, -0.467, -0.046, -0.391, -0.565, 0.043, 0.008, 0.346, 0.174, 0.335, 0.319, 0.237, 0.410, 0.320, 0.105, -0.066, 0.322, 0.020, 0.169, 0.339, 0.257, 0.356, -0.036, 0.383, 0.319, -0.314, 0.294, 0.094, 0.314, 0.076, 0.015, 0.474, 0.146, 0.289, -0.410, 0.328, 0.137, 0.334, 0.324, 0.333, -0.138, 0.243, 0.487, 0.355, 0.246, 0.012, 0.391, 0.299, 0.666, -0.088, 0.323, 0.309, 0.248, 0.371, 0.344, -0.072, 0.396, 0.446, 0.399, 0.378, 0.249, 0.313, 0.268, 0.359, 0.258, 0.336, 0.173, 0.327, 0.438, 0.261, 0.303, 0.102, 0.283, 0.350, 0.278, -0.571, 0.349, 0.196, 0.098, 0.367, 0.342, 0.365, 0.219, -0.146, 0.326, 0.391, 0.271, 0.296, 0.285, 0.359, 0.319, 0.339, 0.283], "spin_multiplicity": 1, "homo_lumo_gap_ev": 8.769, "energy_ha": -18166.2642, "e_lumo_ev": 0.281, "total_charge": 0}